Entry 1:
The following is a quantum chemistry calculation of the molecule C7H5NO2 in a non-equilibrium geometry, from the Open Molecules 2025 dataset.

```
15
Properties=species:S:1:pos:R:3
C 1.304 0.634 1.425
C 0.750 1.727 0.760
C 1.101 -0.692 1.009
C -0.114 1.654 -0.383
C 0.374 -0.720 -0.190
C -0.133 0.332 -0.795
C -0.593 -0.961 -1.254
N -1.875 -1.502 -0.882
O -2.240 -1.113 0.197
O -2.379 -2.305 -1.642
H 1.941 0.872 2.261
H 1.088 2.678 1.166
H 1.624 -1.538 1.452
H -0.507 2.501 -0.962
H -0.340 -1.566 -2.162
```

Values from the calculation:
Gap between HOMO and LUMO (alpha / beta)   6.360 / 6.602 eV
Spin multiplicity   3
Net charge   0
HOMO (alpha / beta)   -6.033 / -9.960 eV
ΔE to the lowest compared entry with this formula, charge and spin   7.067 eV

***

Entry 2:
The following is a quantum chemistry calculation of a structure of composition C37H37AsFN5O5Ta, from the Open Molecules 2025 dataset.

```
87
Properties=species:S:1:pos:R:3
Ta -0.115 -0.772 0.378
C -7.416 -0.092 -1.448
C -6.993 0.751 -0.266
C -7.307 2.226 -0.433
C -7.056 2.963 0.870
C -5.698 2.632 1.429
C -5.117 3.433 2.382
C -3.829 3.174 2.871
F -3.338 3.993 3.789
C -3.067 2.139 2.417
C -3.632 1.306 1.436
C -2.908 0.234 0.875
O -1.661 -0.032 1.302
C -3.452 -0.541 -0.127
C -4.786 -0.338 -0.485
N -5.504 0.630 0.046
C -4.952 1.523 0.966
C -2.648 -1.625 -0.747
O -2.952 -2.735 -0.984
O -1.307 -1.152 -1.012
H -8.485 0.061 -1.585
H -7.278 -1.162 -1.294
H -6.921 0.220 -2.370
H -7.474 0.384 0.645
H -8.352 2.322 -0.724
H -6.709 2.639 -1.251
H -7.821 2.700 1.605
H -7.118 4.042 0.728
H -5.644 4.300 2.763
H -2.068 1.969 2.792
H -5.273 -0.983 -1.200
N 0.641 1.885 2.524
C 0.703 2.287 1.225
C 0.937 3.634 0.896
C 1.000 4.010 -0.418
C 0.832 3.053 -1.433
C 0.597 1.768 -1.058
N 0.507 1.374 0.253
H 0.880 2.571 3.224
H 0.934 0.948 2.758
H 1.092 4.352 1.690
H 1.199 5.043 -0.672
H 0.897 3.311 -2.480
H 0.478 0.990 -1.807
C -1.391 -4.075 2.177
As -0.050 -3.435 0.952
C 1.637 -3.944 1.725
C -0.200 -4.523 -0.630
H -1.253 -5.152 2.274
H -2.385 -3.869 1.786
H -1.263 -3.604 3.149
H 1.553 -4.999 1.983
H 1.852 -3.365 2.618
H 2.430 -3.824 0.986
H 0.179 -5.507 -0.354
H 0.401 -4.107 -1.435
H -1.239 -4.585 -0.938
O 1.550 -0.881 1.732
C 2.350 -0.894 0.716
N 3.636 -0.747 0.628
C 4.080 -0.665 -0.797
C 2.723 -0.860 -1.520
O 2.490 -0.828 -2.681
N 1.715 -1.017 -0.507
C 4.553 0.744 -1.129
C 4.344 1.820 -0.275
C 4.757 3.094 -0.650
C 5.357 3.295 -1.882
C 5.551 2.219 -2.742
C 5.155 0.947 -2.369
C 5.077 -1.772 -1.076
C 6.378 -1.607 -0.605
C 7.306 -2.622 -0.768
C 6.942 -3.798 -1.414
C 5.652 -3.958 -1.895
C 4.715 -2.946 -1.725
H 4.258 -0.656 1.420
H 3.884 1.690 0.699
H 4.627 3.925 0.032
H 5.690 4.283 -2.169
H 6.027 2.373 -3.702
H 5.323 0.110 -3.034
H 6.679 -0.678 -0.134
H 8.317 -2.490 -0.406
H 7.672 -4.584 -1.552
H 5.379 -4.864 -2.417
H 3.722 -3.077 -2.140
```

Values from the calculation:
Gap between HOMO and LUMO   5.556 eV
Spin multiplicity   1
Net charge   +3
HOMO   -15.588 eV
ΔE to the lowest compared entry with this formula, charge and spin   0.890 eV

***

Entry 3:
The following is a quantum chemistry calculation of a structure of composition C24H28AsN3O9P2RuS, from the Open Molecules 2025 dataset.

```
69
Properties=species:S:1:pos:R:3
Ru 0.529 0.780 -0.921
N 1.485 -1.425 0.636
C 2.707 -0.908 1.245
C 2.968 0.581 1.074
O 4.014 1.018 1.538
N 1.989 1.335 0.491
C 2.292 2.742 0.296
C 2.420 3.065 -1.208
O 3.198 3.918 -1.604
O 1.599 2.384 -1.947
H 1.218 -2.308 1.059
H 1.656 -1.620 -0.346
H 3.619 -1.417 0.920
H 2.645 -1.032 2.328
H 3.186 3.070 0.818
H 1.420 3.336 0.598
N 1.752 0.677 -4.738
C 1.527 -0.755 -4.258
C 1.629 -1.714 -5.434
P -0.099 -0.724 -3.379
O -1.059 -1.428 -4.474
O -0.104 -1.495 -2.096
O -0.379 0.746 -3.255
P 2.982 -0.929 -3.104
O 3.160 -2.527 -2.960
O 4.106 -0.369 -3.910
O 2.554 -0.358 -1.795
H 1.419 0.802 -5.690
H 2.772 0.857 -4.684
H 1.225 1.309 -4.102
H 0.853 -1.522 -6.177
H 1.502 -2.734 -5.078
H 2.614 -1.637 -5.901
H -1.895 -1.696 -4.072
H 3.928 -2.804 -3.475
S -1.081 2.744 -0.706
C -2.556 2.302 0.151
C -3.666 3.160 0.077
C -4.849 2.865 0.730
C -4.975 1.699 1.480
C -3.889 0.844 1.572
C -2.696 1.142 0.922
As -1.112 0.052 1.023
C -1.788 -1.695 1.507
C -1.799 -2.657 0.499
C -2.290 -3.931 0.760
C -2.761 -4.249 2.027
C -2.737 -3.296 3.036
C -2.249 -2.021 2.779
C -0.357 0.690 2.702
C 0.356 -0.163 3.537
C 0.990 0.333 4.667
C 0.925 1.688 4.963
C 0.213 2.540 4.131
C -0.430 2.045 3.005
H -3.578 4.064 -0.514
H -5.685 3.549 0.646
H -5.902 1.462 1.987
H -3.977 -0.068 2.151
H -1.397 -2.414 -0.479
H -2.292 -4.676 -0.025
H -3.138 -5.244 2.231
H -3.097 -3.543 4.027
H -2.225 -1.283 3.572
H 0.423 -1.220 3.307
H 1.550 -0.337 5.307
H 1.437 2.078 5.833
H 0.168 3.600 4.348
H -0.966 2.721 2.350
```

Values from the calculation:
Gap between HOMO and LUMO (alpha / beta)   6.608 / 6.708 eV
Spin multiplicity   6
Net charge   -1
HOMO (alpha / beta)   -4.275 / -4.819 eV
ΔE to the lowest compared entry with this formula, charge and spin   1.693 eV

***

Entry 4:
The following is a quantum chemistry calculation of a structure of composition C19H32IrN5O6 in a non-equilibrium geometry, from the Open Molecules 2025 dataset.

```
63
Properties=species:S:1:pos:R:3
Ir -1.361 1.104 -0.044
N -0.196 2.024 -1.554
C 0.168 3.442 -1.262
C 0.284 3.559 0.243
N -0.986 3.061 0.848
C -2.107 4.013 0.543
C -2.921 3.548 -0.653
N -3.130 2.098 -0.473
C -0.838 2.768 2.288
C -2.041 1.982 2.770
N -2.222 0.796 1.877
H 0.633 1.427 -1.549
H -0.594 1.911 -2.482
H -0.590 4.096 -1.674
H 1.110 3.709 -1.736
H 0.492 4.584 0.558
H 1.083 2.923 0.594
H -1.711 5.003 0.310
H -2.723 4.133 1.433
H -2.406 3.688 -1.596
H -3.856 4.106 -0.716
H -3.583 1.710 -1.299
H -3.774 1.955 0.299
H -0.705 3.680 2.877
H 0.071 2.177 2.396
H -2.960 2.564 2.756
H -1.886 1.673 3.802
H -3.183 0.465 1.904
H -1.652 0.017 2.202
O 0.907 -0.595 -1.926
C -0.226 -1.068 -1.836
O -1.274 -0.527 -1.334
C -0.537 -2.430 -2.454
N 0.734 -2.964 -3.102
C 0.432 -3.286 -4.560
C -1.078 -3.446 -4.576
C -1.555 -2.369 -3.603
H -0.857 -3.112 -1.668
H 1.097 -3.778 -2.615
H 1.420 -2.203 -2.991
H 0.987 -4.169 -4.858
H 0.765 -2.437 -5.153
H -1.356 -4.438 -4.213
H -1.487 -3.327 -5.577
H -2.566 -2.543 -3.245
H -1.524 -1.384 -4.075
O 1.911 1.205 0.752
C 1.340 0.189 1.083
O 0.070 -0.082 0.892
C 2.131 -0.869 1.828
C 3.458 -0.468 2.242
C 4.291 -1.267 2.973
C 3.768 -2.518 3.287
O 4.329 -3.477 3.981
C 3.405 -4.581 4.056
O 2.249 -4.156 3.291
C 2.474 -2.935 2.861
C 1.626 -2.112 2.118
H 3.779 0.523 1.950
H 5.277 -0.962 3.293
H 3.118 -4.749 5.090
H 3.846 -5.462 3.602
H 0.631 -2.416 1.827
```

Values from the calculation:
Gap between HOMO and LUMO (alpha / beta)   9.445 / 6.304 eV
Spin multiplicity   2
Net charge   +3
HOMO (alpha / beta)   -17.162 / -17.162 eV
ΔE to the lowest compared entry with this formula, charge and spin   0.000 eV